Entry P
{
  "formula": "C20H24N2O3",
  "method": "ωB97M-V/def2-TZVPD",
  "multiplicity": 1,
  "lumo_ev": 0.282,
  "homo_ha": -0.3147,
  "orbital_gap_ev": 8.844,
  "symbols": ["C", "C", "O", "C", "C", "C", "C", "C", "C", "H", "C", "O", "N", "C", "C", "C", "C", "C", "C", "H", "H", "H", "C", "O", "N", "H", "C", "H", "H", "C", "C", "H", "H", "H", "C", "H", "H", "H", "H", "H", "H", "H", "H", "H", "H", "H", "H", "H", "H"],
  "coordinates": [[1.882, 4.457, -1.560], [3.113, 3.513, -1.828], [3.087, 2.222, -1.042], [3.355, 2.363, 0.242], [3.797, 3.511, 0.833], [3.966, 3.461, 2.407], [3.759, 2.342, 3.076], [3.516, 0.957, 2.238], [3.327, 1.115, 0.902], [2.919, 0.307, 0.263], [3.378, -0.395, 3.128], [4.325, -0.798, 3.737], [2.235, -1.025, 2.436], [1.006, -0.784, 2.075], [0.432, -1.779, 1.212], [-0.867, -1.325, 0.708], [-1.461, -0.056, 0.593], [-0.745, 0.912, 1.434], [0.452, 0.382, 2.074], [0.921, 1.360, 2.755], [-1.051, 1.786, 1.442], [-2.303, 0.148, 0.420], [-1.522, -2.625, 0.047], [-1.474, -3.639, 0.477], [-2.011, -2.469, -1.206], [-2.268, -1.336, -1.489], [-2.988, -3.075, -2.106], [-2.585, -4.318, -1.564], [-2.738, -2.920, -2.963], [-4.540, -3.032, -1.728], [-5.132, -4.323, -2.398], [-4.902, -4.195, -3.604], [-4.840, -5.212, -2.056], [-6.238, -4.087, -2.373], [-4.986, -1.665, -2.250], [-4.805, -1.727, -3.112], [-4.465, -1.014, -1.766], [-6.233, -1.553, -1.898], [-4.632, -3.174, -0.607], [0.789, -2.704, 1.447], [2.113, -1.946, 2.971], [3.963, 2.162, 4.341], [4.316, 4.307, 3.019], [3.888, 4.594, 0.541], [4.264, 4.149, -1.475], [3.196, 3.227, -2.918], [1.740, 4.790, -0.639], [0.948, 3.908, -2.018], [2.098, 5.202, -2.218]],
  "lowdin_charge": [-0.0624, -0.1615, -0.0679, -0.3747, -0.0021, -0.1104, -0.0737, -0.0678, -0.0069, 0.1443, -0.3234, 0.1210, 0.1026, -0.4102, 0.1068, -0.0538, 0.0206, 0.0470, -0.0398, 0.1888, 0.0092, -0.0133, -0.5777, 0.1654, 0.0220, 0.2000, -0.1442, 0.2209, 0.0064, -0.3806, -0.0734, 0.1392, 0.0063, 0.0814, -0.0370, -0.0478, -0.0032, 0.1830, 0.1462, 0.0920, 0.1835, 0.1721, 0.0947, 0.1044, 0.1902, 0.1183, 0.0090, 0.1259, 0.0306]
}

---

Entry Q
{
  "formula": "C20H24N2O3",
  "method": "ωB97M-V/def2-TZVPD",
  "smiles": "O=C([C@@H]1CCCO1)N1CCN(Cc2c(O)ccc3ccccc23)CC1",
  "multiplicity": 1,
  "lumo_ev": 0.617,
  "homo_ha": -0.2936,
  "orbital_gap_ev": 8.605,
  "symbols": ["O", "C", "N", "C", "H", "C", "N", "C", "C", "H", "H", "H", "H", "C", "C", "C", "C", "C", "C", "C", "C", "C", "C", "C", "H", "H", "H", "H", "H", "H", "O", "H", "H", "H", "H", "H", "H", "C", "C", "H", "C", "H", "C", "H", "H", "O", "H", "H", "H"],
  "coordinates": [[1.349, -1.868, 3.369], [0.415, -2.179, 2.649], [-0.291, -1.262, 1.961], [-1.364, -1.505, 1.025], [-2.232, -0.904, 1.328], [-0.903, -1.097, -0.386], [-0.436, 0.271, -0.466], [0.583, 0.518, 0.535], [0.150, 0.121, 1.955], [-0.673, 0.753, 2.308], [0.986, 0.211, 2.650], [1.459, -0.078, 0.261], [0.862, 1.572, 0.505], [-1.486, 1.274, -0.531], [-0.929, 2.624, -0.918], [-0.949, 3.700, -0.053], [-0.467, 4.964, -0.455], [0.036, 5.148, -1.705], [0.102, 4.073, -2.617], [0.635, 4.245, -3.910], [0.707, 3.197, -4.784], [0.254, 1.931, -4.388], [-0.272, 1.734, -3.141], [-0.375, 2.797, -2.217], [-0.591, 0.748, -2.849], [0.325, 1.104, -5.080], [1.116, 3.334, -5.774], [0.988, 5.225, -4.195], [0.398, 6.118, -2.012], [-0.519, 5.765, 0.265], [-1.420, 3.653, 1.225], [-1.705, 2.759, 1.448], [-2.068, 1.342, 0.407], [-2.193, 0.956, -1.304], [-0.072, -1.749, -0.670], [-1.718, -1.243, -1.098], [-1.643, -2.555, 1.019], [-0.043, -3.646, 2.517], [0.925, -4.577, 3.244], [1.365, -4.086, 4.108], [1.946, -4.866, 2.147], [2.493, -5.793, 2.302], [1.060, -4.916, 0.904], [1.569, -4.575, -0.001], [0.676, -5.930, 0.731], [-0.045, -4.055, 1.151], [2.651, -4.038, 2.080], [0.414, -5.489, 3.553], [-1.068, -3.726, 2.903]],
  "lowdin_charge": [0.0601, -0.3861, -0.0403, -0.1173, 0.1271, -0.1499, -0.1695, -0.1310, -0.1030, 0.1198, 0.1235, 0.1335, 0.1263, -0.1400, -0.1029, -0.2672, -0.0011, -0.0217, -0.1684, -0.0400, -0.0894, -0.0779, -0.0212, -0.1049, 0.0984, 0.1014, 0.0997, 0.1098, 0.1138, 0.1177, 0.0592, 0.0764, 0.1109, 0.1313, 0.1265, 0.1243, 0.1122, -0.2360, -0.1204, 0.1150, -0.1444, 0.1126, -0.1804, 0.1201, 0.1209, -0.1201, 0.1157, 0.1199, 0.1572]
}

---

The computed energies, referenced to the most stable structure and given in hartree, are entry P 0.5848; entry Q 0.0000.

---

Entry P
{
  "formula": "H5NS2",
  "method": "ωB97M-V/def2-TZVPD",
  "smiles": "SS.N",
  "multiplicity": 1,
  "lumo_ev": 0.514,
  "homo_ha": -0.3515,
  "orbital_gap_ev": 10.079,
  "symbols": ["N", "H", "H", "H", "S", "S", "H", "H"],
  "coordinates": [[6.756, 1.490, 7.722], [6.601, 2.446, 8.090], [7.773, 1.543, 7.550], [6.346, 1.442, 6.815], [-2.826, -0.973, -2.267], [-1.206, 0.126, -2.308], [-3.180, -1.303, -0.962], [-0.317, -1.010, -2.351]],
  "lowdin_charge": [-0.0100, 0.0156, 0.0112, -0.0169, 0.1364, 0.1626, -0.1651, -0.1339]
}

---

Entry Q
{
  "formula": "H5NS2",
  "method": "ωB97M-V/def2-TZVPD",
  "smiles": "SS.N",
  "multiplicity": 1,
  "lumo_ev": 0.415,
  "homo_ha": -0.3045,
  "orbital_gap_ev": 8.702,
  "symbols": ["N", "H", "H", "H", "S", "S", "H", "H"],
  "coordinates": [[0.380, -0.308, -1.779], [-0.461, -0.846, -1.606], [1.180, -1.116, -2.028], [0.174, 0.318, -2.644], [0.619, 0.116, 2.424], [-1.094, 0.828, 1.490], [0.160, -1.215, 2.475], [-0.957, 2.223, 1.669]],
  "lowdin_charge": [-0.0726, -0.0373, 0.0865, 0.0331, 0.1599, 0.1451, -0.1590, -0.1557]
}

---

The computed energies, referenced to the most stable structure and given in hartree, are entry P 0.0000; entry Q 0.0193.

---

Entry P
{
  "formula": "C3H4ClN2O",
  "method": "ωB97M-V/def2-TZVPD",
  "total_charge": 1,
  "multiplicity": 1,
  "lumo_ev": [-6.096, -6.097],
  "homo_ha": [-0.5321, -0.5321],
  "orbital_gap_ev": [8.384, 8.383],
  "symbols": ["C", "C", "C", "N", "N", "O", "Cl", "H", "H", "H", "H"],
  "coordinates": [[-0.976, -0.701, 0.318], [0.364, 1.299, 1.146], [0.847, 0.080, -0.905], [-0.626, -1.314, -0.795], [0.178, 0.390, 0.289], [-1.777, -0.766, 1.172], [-1.293, -2.560, -1.648], [1.167, 2.022, 1.047], [-0.297, 1.353, 2.011], [1.782, -0.464, -0.847], [0.631, 0.662, -1.787]],
  "lowdin_charge": [-0.5337, 0.2397, 0.2030, -0.4161, -0.0509, 0.2095, 0.8012, 0.1396, 0.1432, 0.1331, 0.1313]
}

---

Entry Q
{
  "formula": "C3H4ClN2O",
  "method": "ωB97M-V/def2-TZVPD",
  "total_charge": 1,
  "multiplicity": 1,
  "lumo_ev": -5.529,
  "homo_ha": -0.5422,
  "orbital_gap_ev": 9.224,
  "symbols": ["C", "C", "C", "N", "N", "O", "Cl", "H", "H", "H", "H"],
  "coordinates": [[2.946, -1.776, 0.241], [-0.587, 0.351, -0.978], [0.859, 0.342, 1.050], [2.808, -0.592, 0.166], [0.103, 0.306, 0.064], [2.894, -2.902, 0.458], [3.315, 0.903, -0.409], [-1.741, 0.461, -0.920], [-0.169, 0.270, -1.905], [0.937, -0.392, 1.858], [1.454, 1.227, 1.182]],
  "lowdin_charge": [-0.3677, 0.1798, 0.0513, -0.3974, 0.0546, 0.2345, 0.7580, 0.1697, 0.0863, 0.1455, 0.0855]
}

---

The computed energies, referenced to the most stable structure and given in hartree, are entry P 0.0090; entry Q 0.0000.